{"formula": "C37H35CeClN2S2Si2", "method": "wB97M-V/def2-TZVPD", "total_charge": 1, "spin_multiplicity": 2, "homo_energy_ev": [-9.3, -9.3], "gap_ev": [4.4, 4.4], "elements": ["C", "C", "C", "H", "C", "C", "H", "H", "H", "H", "Ce", "Si", "C", "C", "H", "C", "H", "C", "H", "C", "H", "C", "H", "C", "C", "H", "C", "H", "C", "H", "C", "H", "C", "H", "H", "Si", "C", "C", "H", "C", "H", "C", "H", "C", "H", "C", "H", "C", "C", "H", "C", "H", "C", "H", "C", "H", "C", "H", "H", "Cl", "C", "C", "N", "C", "C", "S", "C", "C", "S", "C", "N", "C", "H", "H", "H", "H", "H", "H", "H", "H"], "xyz": [[1.7629, -2.7005, 2.9550], [2.4806, -3.0338, 1.7621], [3.4637, -1.9816, 1.5464], [2.3587, -3.9491, 1.1641], [3.2246, -0.9583, 2.5484], [2.2080, -1.4449, 3.4284], [1.7867, -0.9416, 4.3028], [0.9918, -3.3097, 3.4235], [4.2340, -1.9674, 0.7614], [3.7673, -0.0088, 2.6466], [1.7489, -0.9303, -0.1015], [1.5632, 0.8902, -2.1247], [0.2178, 0.9177, -3.4226], [-0.7372, 2.0317, -3.5443], [-0.3698, 3.0394, -3.2554], [-1.5516, 1.9759, -4.7532], [-2.2464, 2.7977, -4.9311], [-1.4575, 0.9181, -5.6294], [-2.1172, 0.8752, -6.4962], [-0.5915, -0.1582, -5.4005], [-0.6197, -1.0366, -6.0383], [0.2591, -0.1385, -4.2954], [0.9472, -0.9727, -4.1162], [2.2573, 2.6050, -2.5433], [2.6427, 2.7450, -3.8801], [2.7809, 1.8511, -4.4874], [2.7293, 4.0033, -4.4679], [2.9815, 4.0752, -5.5211], [2.4693, 5.1518, -3.7112], [2.4903, 6.1386, -4.1813], [2.1585, 5.0320, -2.3507], [1.9567, 5.9215, -1.7367], [2.0833, 3.7583, -1.7552], [1.8217, 3.7042, -0.6894], [2.4800, -0.2996, -2.0023], [-2.0590, 2.1017, -1.8996], [-0.6795, 2.2879, -0.5996], [0.4834, 1.2931, -0.6907], [-0.0647, 0.3066, -0.6293], [1.6803, 1.4715, 0.2128], [2.7100, 1.2801, -0.1982], [1.6193, 2.2844, 1.3588], [2.5406, 2.3975, 1.9437], [0.4607, 3.0164, 1.5090], [0.4205, 3.7183, 2.3457], [-0.6506, 2.9627, 0.6166], [-1.5319, 3.5231, 0.9749], [-2.5178, 0.2571, -1.9931], [-1.9134, -0.7263, -1.1968], [-1.6851, -0.5462, -0.1370], [-1.5489, -1.9513, -1.7712], [-0.8276, -2.5957, -1.2548], [-2.1014, -2.3553, -2.9788], [-1.8182, -3.3035, -3.4279], [-3.0310, -1.5100, -3.5876], [-3.5502, -1.8370, -4.4818], [-3.2511, -0.2180, -3.1020], [-3.9320, 0.4584, -3.6304], [-3.1751, 2.8088, -1.5636], [-0.2219, -0.5682, 1.5916], [-1.4794, -4.2430, 0.9044], [-1.7583, -4.1555, 2.3625], [-1.2879, -3.2549, 3.1668], [-1.7584, -3.3668, 4.4567], [-2.6162, -4.4596, 4.6301], [-2.8723, -5.3208, 3.1809], [-1.4120, -2.3952, 5.4694], [-2.0228, -2.3262, 6.7222], [-1.4695, -0.9851, 7.6275], [-0.4033, -0.5489, 6.2503], [-0.4779, -1.3842, 5.2626], [0.3817, 0.7140, 6.2810], [-1.9740, -5.1436, 0.4969], [-1.8762, -3.3436, 0.4015], [-0.3867, -4.2921, 0.7479], [-3.0668, -4.7081, 5.5764], [-2.7676, -3.0303, 7.0654], [0.2407, 1.1859, 7.2621], [1.4491, 0.5049, 6.1273], [0.0275, 1.3964, 5.4942]], "atomic_forces_ev_per_a": [[0.67, 0.37, -0.44], [0.36, 0.79, 0.05], [-0.78, 0.14, -0.06], [0.29, 0.35, 0.46], [-0.29, -0.62, -0.29], [0.42, -0.30, -0.74], [0.25, -0.19, -0.57], [0.29, 0.35, -0.30], [0.00, -0.13, 0.49], [-0.15, -0.59, 0.01], [-1.37, -3.30, 5.79], [-1.09, 5.54, -2.73], [0.70, -0.17, 0.17], [0.06, -0.03, -1.38], [0.01, -0.52, -0.25], [0.60, 0.31, 0.64], [0.15, -0.22, -0.14], [-0.62, -0.13, -0.29], [0.19, 0.11, 0.20], [-0.29, 0.01, 0.38], [0.11, 0.27, -0.20], [-0.90, -0.38, -0.54], [-0.24, 0.31, -0.23], [0.74, -0.41, -0.01], [-0.29, 0.43, -0.04], [0.08, 0.21, -0.05], [0.09, 0.12, 0.10], [0.00, 0.11, 0.12], [-0.11, -0.14, 0.14], [0.06, -0.36, 0.16], [0.09, -0.39, 0.04], [0.17, -0.45, -0.36], [-0.31, 0.34, -0.18], [0.13, -0.04, -0.64], [-0.08, 0.55, -1.24], [3.45, -3.33, 2.31], [0.26, -0.37, 0.26], [0.49, -0.23, -0.27], [0.27, 0.05, 0.89], [0.27, -0.88, 1.01], [-0.17, 0.81, 0.11], [-0.34, 0.32, -1.24], [-0.66, 0.17, 0.01], [0.49, 0.15, 1.30], [-0.31, -0.38, -0.17], [-0.54, 0.16, -0.67], [0.46, -0.06, -0.61], [-1.02, -0.29, -0.57], [0.68, 0.06, -0.05], [0.30, 0.18, -0.61], [-0.18, -0.01, 0.38], [-0.56, -0.01, 0.05], [0.02, 0.46, -0.25], [-0.14, 0.13, 0.04], [-0.23, -0.22, -0.01], [-0.05, -0.03, 0.09], [0.83, 0.13, -0.05], [0.34, -0.25, -0.03], [-2.02, 2.07, -0.26], [-0.14, -0.34, -0.08], [-0.10, -0.14, -0.21], [-0.69, -0.33, 1.46], [-0.41, -0.27, -0.36], [-0.98, -2.01, -1.02], [0.91, 1.38, 0.22], [1.01, 1.15, -0.36], [0.00, 1.27, 2.27], [0.50, -0.26, -1.31], [0.58, -0.05, -1.17], [-1.09, -1.03, 0.40], [-0.44, 0.02, 0.04], [0.16, 0.11, 0.19], [0.38, 0.46, -0.02], [0.14, -0.47, 0.26], [-0.42, -0.03, -0.04], [-0.16, -0.29, -0.14], [0.04, 0.26, 0.23], [0.20, 0.04, -0.33], [-0.26, 0.14, 0.04], [0.15, -0.21, 0.23]]}

---

{"formula": "C37H35ClN2PbS2Si2", "method": "wB97M-V/def2-TZVPD", "homo_energy_ev": [-3.9, -3.9], "gap_ev": [3.0, 3.1], "elements": ["C", "C", "C", "H", "C", "C", "H", "H", "H", "H", "Pb", "Si", "C", "C", "H", "C", "H", "C", "H", "C", "H", "C", "H", "C", "C", "H", "C", "H", "C", "H", "C", "H", "C", "H", "H", "Si", "C", "C", "H", "C", "H", "C", "H", "C", "H", "C", "H", "C", "C", "H", "C", "H", "C", "H", "C", "H", "C", "H", "H", "Cl", "C", "C", "N", "C", "C", "S", "C", "C", "S", "C", "N", "C", "H", "H", "H", "H", "H", "H", "H", "H"], "xyz": [[-1.4632, -0.5472, 5.0835], [-2.2765, -0.0218, 4.0573], [-2.3142, -0.9639, 2.9873], [-2.8666, 0.8942, 4.1119], [-1.4956, -2.0769, 3.3598], [-0.9671, -1.8041, 4.6632], [-0.3800, -2.5014, 5.2583], [-1.3262, -0.1138, 6.0746], [-2.9148, -0.9013, 2.0778], [-1.3954, -3.0113, 2.7999], [0.7483, 0.0946, 2.8898], [1.1539, 0.0943, -3.5696], [0.9709, 1.6609, -4.5125], [2.0163, 2.1921, -5.2891], [3.0098, 1.7308, -5.2511], [1.7640, 3.2919, -6.1069], [2.5660, 3.6896, -6.7335], [0.4935, 3.8869, -6.1288], [0.3115, 4.7593, -6.7576], [-0.5331, 3.3690, -5.3368], [-1.5265, 3.8271, -5.3300], [-0.3067, 2.2449, -4.5333], [-1.1171, 1.8374, -3.9210], [1.3143, -1.3924, -4.6260], [0.4364, -1.3774, -5.7236], [-0.1315, -0.4698, -5.9654], [0.2596, -2.5472, -6.4624], [-0.4618, -2.5424, -7.2762], [0.9697, -3.7059, -6.1276], [0.8035, -4.6221, -6.6923], [1.8859, -3.6828, -5.0684], [2.4510, -4.5798, -4.8121], [2.0629, -2.5326, -4.2936], [2.7476, -2.5068, -3.4362], [-0.2412, -0.3705, -3.0577], [0.4044, 0.0917, -1.3182], [-0.6481, -1.4458, -0.9223], [-1.9712, -1.6053, -1.3862], [-2.5003, -0.8086, -1.9435], [-2.6503, -2.8163, -1.2002], [-3.6660, -2.9285, -1.5832], [-2.0093, -3.8884, -0.5610], [-2.5178, -4.8527, -0.4396], [-0.7064, -3.7233, -0.0626], [-0.2007, -4.5495, 0.4314], [-0.0334, -2.5085, -0.2520], [1.0141, -2.4193, 0.0842], [-0.7333, 1.5426, -0.9137], [-1.9105, 1.3001, -0.2073], [-2.1015, 0.3277, 0.2628], [-2.9292, 2.2714, -0.1865], [-3.8935, 2.0371, 0.2921], [-2.7415, 3.5054, -0.8127], [-3.5648, 4.2306, -0.8472], [-1.4764, 3.8209, -1.3494], [-1.2892, 4.8032, -1.7819], [-0.4669, 2.8432, -1.3840], [0.5006, 3.0838, -1.8458], [2.0819, 0.1415, -2.3663], [1.9622, 0.1581, 0.1298], [-0.9011, 3.3866, 3.9726], [0.0840, 2.8305, 4.9369], [0.8231, 1.7688, 4.7291], [1.6019, 1.4160, 5.8524], [1.4811, 2.3283, 6.8954], [0.3505, 3.5904, 6.5163], [2.2617, 0.1305, 5.8671], [2.8763, -0.5082, 6.9215], [3.2592, -2.1537, 6.5334], [2.5571, -1.9132, 4.9391], [2.1324, -0.6857, 4.7274], [2.4264, -3.0095, 3.9476], [-1.7270, 3.8444, 4.5315], [-0.4128, 4.1413, 3.3357], [-1.3191, 2.6075, 3.3221], [2.0187, 2.2619, 7.8316], [3.0967, -0.0474, 7.8828], [3.0982, -3.8315, 4.2383], [1.3993, -3.4073, 3.8949], [2.6932, -2.6626, 2.9363]], "atomic_forces_ev_per_a": [[0.28, -0.05, 0.11], [-0.10, -0.23, -0.58], [0.51, -0.37, 0.39], [0.20, -0.26, -0.02], [-0.18, 0.68, -0.09], [-0.02, 0.10, -0.54], [-0.13, 0.20, -0.05], [0.07, -0.04, -0.29], [0.27, 0.04, 0.31], [0.05, 0.45, 0.17], [-1.76, -0.80, -0.49], [1.15, -0.42, 1.25], [-0.50, 0.36, 0.04], [-0.50, 0.01, 0.08], [-0.39, 0.18, -0.07], [0.01, 0.12, -0.02], [-0.27, -0.06, 0.19], [0.13, -0.25, 0.20], [0.05, -0.25, 0.14], [-0.11, -0.09, 0.12], [0.37, -0.06, -0.10], [0.42, 0.44, -0.52], [0.31, 0.08, -0.25], [0.26, -0.33, -0.60], [0.29, -0.86, 0.13], [0.19, -0.39, 0.09], [-0.03, 0.18, 0.10], [0.18, -0.16, 0.02], [0.14, 0.36, 0.20], [0.10, 0.18, 0.13], [0.00, -0.16, 0.14], [-0.18, 0.13, -0.14], [-0.58, 0.24, -0.61], [-0.26, -0.06, -0.40], [-0.91, 0.46, -1.20], [-2.39, 0.28, 1.79], [0.33, 0.31, 0.22], [-0.22, -0.31, -0.28], [0.53, -0.40, 0.51], [0.49, -0.16, 0.06], [0.28, -0.01, 0.11], [0.12, 0.22, 0.21], [0.17, 0.46, -0.04], [-0.24, 0.28, -0.40], [-0.11, 0.09, -0.05], [-0.13, -0.64, 0.03], [-0.62, 0.00, -0.13], [0.12, 0.12, 0.54], [-0.99, 0.62, -0.21], [0.13, 0.46, -0.28], [-0.09, -0.15, 0.12], [0.52, 0.16, -0.23], [0.44, 0.07, 0.14], [0.44, -0.28, 0.02], [-0.05, -0.50, 0.15], [-0.07, -0.18, 0.11], [-0.72, 0.23, -0.07], [-0.47, -0.19, 0.15], [2.00, -0.13, -2.42], [0.77, 0.01, 1.47], [-0.07, 0.28, -0.21], [0.68, -0.24, 0.66], [0.19, 0.47, 1.28], [-1.13, 2.31, 0.55], [0.14, -0.87, -1.16], [0.47, -1.37, -0.93], [0.68, -1.80, 0.00], [-0.26, 0.53, -0.53], [-0.68, 1.02, -0.88], [0.01, 0.87, 0.47], [0.53, -0.51, 1.49], [0.30, -0.58, -0.20], [0.19, 0.02, -0.29], [-0.26, -0.14, 0.20], [0.19, 0.07, 0.23], [-0.25, 0.17, -0.02], [-0.05, -0.40, -0.25], [-0.24, 0.19, -0.29], [0.26, 0.30, 0.17], [-0.01, -0.06, 0.34]]}

---

{"formula": "C37H35InN2O4P2S", "method": "wB97M-V/def2-TZVPD", "total_charge": 2, "homo_energy_ev": -12.9, "gap_ev": 7.9, "elements": ["In", "C", "C", "C", "C", "C", "C", "C", "C", "C", "S", "C", "N", "H", "H", "H", "H", "H", "H", "H", "H", "O", "P", "C", "P", "O", "C", "C", "C", "C", "C", "C", "C", "C", "C", "C", "C", "C", "C", "C", "C", "C", "C", "C", "C", "C", "C", "C", "C", "C", "H", "H", "H", "H", "H", "H", "H", "H", "H", "H", "H", "H", "H", "H", "H", "H", "H", "H", "H", "H", "H", "H", "N", "C", "C", "O", "O", "H", "H", "H", "H", "H"], "xyz": [[1.5335, 1.7134, 0.1935], [0.6146, 0.5524, -3.7335], [0.3117, 1.9365, -3.2417], [-0.3660, 2.8805, -4.0554], [-0.6243, 4.1390, -3.5866], [-0.1854, 4.5177, -2.2950], [-0.3712, 5.7821, -1.6902], [0.1022, 6.0248, -0.4280], [0.7790, 5.0189, 0.3135], [0.9509, 3.7970, -0.2590], [-0.8239, 1.3366, 1.2942], [0.4802, 3.5245, -1.5517], [0.6937, 2.2651, -2.0284], [-0.3093, 0.0048, -3.9294], [1.1980, 0.0176, -2.9861], [1.1738, 0.5944, -4.6688], [-0.6830, 2.5848, -5.0472], [-1.1524, 4.8607, -4.1997], [-0.8954, 6.5562, -2.2383], [-0.0443, 6.9964, 0.0269], [1.1463, 5.2434, 1.3065], [-1.2744, 0.4872, -0.1875], [-1.9075, -0.9438, -0.0339], [-0.6267, -2.1822, 0.3161], [0.8535, -1.6571, 1.2878], [1.5702, -0.5654, 0.5401], [1.8657, -3.1340, 1.3766], [1.3402, -4.3695, 1.7521], [2.1921, -5.4418, 1.9540], [3.5632, -5.2794, 1.7993], [4.0873, -4.0496, 1.4281], [3.2404, -2.9722, 1.2146], [0.4438, -1.2977, 3.0000], [1.2741, -0.4012, 3.6711], [1.0675, -0.1363, 5.0134], [0.0363, -0.7750, 5.6935], [-0.7659, -1.6937, 5.0347], [-0.5573, -1.9668, 3.6903], [-3.1898, -0.9634, 1.2040], [-3.5397, -2.1197, 1.8975], [-4.5991, -2.0891, 2.7892], [-5.3141, -0.9145, 2.9774], [-4.9818, 0.2330, 2.2680], [-3.9268, 0.2110, 1.3724], [-2.6089, -1.2490, -1.6437], [-2.9728, -2.5541, -1.9797], [-3.6186, -2.7971, -3.1797], [-3.9068, -1.7409, -4.0349], [-3.5446, -0.4431, -3.6972], [-2.9023, -0.1871, -2.4962], [-0.2009, -2.4581, -0.6520], [-1.0753, -3.0673, 0.7695], [0.2730, -4.5009, 1.8927], [1.7887, -6.4046, 2.2388], [4.2267, -6.1162, 1.9737], [5.1557, -3.9274, 1.3093], [3.6280, -2.0066, 0.9157], [2.0795, 0.0894, 3.1374], [1.7086, 0.5660, 5.5301], [-0.1336, -0.5610, 6.7404], [-1.5562, -2.2028, 5.5715], [-1.1833, -2.7001, 3.1972], [-3.0013, -3.0480, 1.7433], [-4.8693, -2.9842, 3.3336], [-6.1479, -0.8981, 3.6672], [-5.5465, 1.1448, 2.4072], [-3.6710, 1.1036, 0.8152], [-2.7597, -3.3747, -1.3021], [-3.9071, -3.8059, -3.4435], [-4.4187, -1.9302, -4.9693], [-3.7783, 0.3755, -4.3656], [-2.6312, 0.8240, -2.2183], [5.9107, 3.4079, -2.1335], [5.1374, 2.1474, -2.2925], [4.1293, 2.1501, -1.1194], [3.4371, 1.1163, -0.9386], [4.1291, 3.2039, -0.4524], [6.8648, 3.2586, -1.8184], [5.3187, 3.8334, -1.3209], [5.9191, 4.0033, -2.9555], [5.7650, 1.2624, -2.2568], [4.5831, 2.1451, -3.2277]], "atomic_forces_ev_per_a": [[-0.48, -0.23, -0.69], [-0.10, 0.10, 0.09], [-0.03, 0.04, 0.07], [-0.05, 0.04, 0.00], [0.04, 0.05, -0.05], [0.03, -0.26, 0.06], [-0.02, 0.10, -0.01], [0.02, -0.04, 0.09], [-0.10, 0.14, -0.31], [0.72, -0.85, 0.52], [0.26, -0.05, -0.11], [-0.30, 0.64, -0.23], [0.15, -0.37, 0.32], [0.00, -0.01, -0.01], [0.02, -0.05, -0.03], [0.00, -0.02, 0.00], [0.02, 0.00, 0.01], [0.01, -0.04, -0.02], [0.04, -0.01, 0.02], [-0.01, -0.01, -0.05], [-0.03, -0.01, -0.01], [-0.26, -0.17, 0.13], [-0.02, 0.18, -0.05], [-0.01, 0.37, 0.27], [-0.35, -0.58, 0.21], [0.45, 0.94, -0.19], [0.08, 0.17, -0.10], [0.02, 0.05, -0.05], [-0.06, -0.04, 0.01], [0.05, 0.02, 0.00], [-0.01, 0.01, 0.00], [-0.08, -0.04, -0.07], [0.14, 0.10, -0.20], [-0.07, 0.03, -0.04], [-0.01, 0.00, 0.01], [0.05, 0.04, -0.03], [-0.05, -0.05, 0.03], [-0.05, 0.00, 0.00], [0.10, 0.04, -0.12], [0.07, 0.01, -0.02], [-0.01, -0.06, 0.01], [-0.03, 0.02, -0.02], [0.01, -0.02, -0.03], [0.00, -0.01, 0.02], [0.03, -0.22, 0.13], [0.06, 0.06, 0.02], [-0.03, -0.05, 0.01], [0.06, 0.03, 0.00], [-0.06, 0.00, -0.03], [0.06, 0.05, 0.03], [-0.01, -0.12, -0.01], [0.02, -0.02, -0.07], [0.03, -0.04, 0.04], [0.01, 0.02, 0.00], [-0.02, 0.00, -0.02], [-0.01, -0.01, -0.01], [0.05, -0.02, 0.01], [0.02, 0.02, 0.03], [-0.02, -0.02, 0.00], [0.01, -0.02, -0.01], [0.02, 0.00, -0.03], [0.00, 0.04, 0.01], [-0.04, 0.01, 0.03], [-0.01, 0.01, -0.02], [0.04, 0.01, 0.01], [0.00, -0.02, 0.01], [0.00, 0.01, 0.03], [-0.03, -0.02, -0.07], [0.01, 0.02, 0.00], [0.01, 0.00, 0.01], [0.00, -0.01, 0.01], [0.00, -0.01, -0.03], [-0.33, 0.07, 0.37], [-0.38, -0.43, 0.05], [0.51, 0.44, 0.25], [-0.57, 0.31, 0.33], [-0.11, -0.41, -0.15], [0.08, -0.01, -0.02], [0.27, 0.02, -0.23], [0.00, 0.03, -0.06], [0.12, 0.07, -0.01], [0.08, 0.07, -0.07]]}

---

no.,energy (eV)
1,-104781.335
2,-97108.774
3,-84683.688